No. 1
Formula: C26H47NO18S2
Source: the OMol25 dataset
Level of theory: ωB97M-V/def2-TZVPD

Summary:
molecular weight = 725.785 g/mol
DFT total energy = -87710.465 eV
HOMO-LUMO gap = 6.46 eV
LUMO energy = -0.060 hartree
largest force on an atom = 9.61 eV/Å

Geometry as ORCA input:
```
! RIJCOSX wB97M-V def2-TZVPD def2/J DEFGRID3
* xyz 0 1
C 0.58 -5.55 -0.02
C 1.90 -6.22 -0.76
O 2.70 -6.99 0.03
O 2.27 -6.03 -2.18
C 3.16 -4.82 -2.27
O 4.50 -5.02 -2.28
C 2.58 -3.28 -2.43
C 3.07 -2.27 -1.22
C 2.87 -0.77 -1.34
C 2.13 -0.23 -2.70
C 1.83 1.39 -2.71
C 0.44 1.84 -1.95
S -1.09 0.89 -2.52
C -1.56 -0.24 -1.06
S -0.89 -1.80 -0.98
N -2.49 0.32 -0.01
C -3.84 -0.34 0.00
C -4.17 -1.93 0.25
C -5.73 -2.54 0.23
C -7.06 -1.58 -0.09
C -6.73 0.02 -0.39
C -5.17 0.62 -0.33
C -1.82 0.34 1.35
C -1.65 -0.93 2.38
C -0.85 -0.75 3.82
C -0.16 0.70 4.29
C -0.35 1.98 3.27
C -1.16 1.78 1.84
C 3.42 0.17 -0.10
O 2.83 1.28 0.36
C 4.83 -0.36 0.63
C 5.03 -1.86 0.75
O 6.29 -2.37 1.35
C 3.80 -2.79 0.18
O 3.42 -3.88 0.86
H 0.60 -5.87 1.11
H -0.42 -5.86 -0.54
H 0.63 -4.36 -0.02
H 1.40 -3.32 -2.51
H 2.98 -2.87 -3.47
H 1.17 -0.89 -2.96
H 2.89 -0.43 -3.60
H 2.72 2.01 -2.22
H 1.75 1.77 -3.82
H 0.52 1.82 -0.77
H 0.25 2.98 -2.22
H -3.31 -2.69 0.45
H -5.97 -3.68 0.41
H -8.16 -2.03 -0.13
H -7.67 0.69 -0.65
H -5.03 1.77 -0.56
H -2.08 -1.98 2.11
H -0.67 -1.64 4.59
H 0.44 0.82 5.30
H 0.10 3.04 3.50
H -1.23 2.73 1.14
H 5.61 0.42 1.02
H 7.01 -1.90 0.80
O -0.86 5.05 -2.85
H -1.73 4.89 -3.24
H -0.90 5.98 -2.59
O 0.09 5.34 3.75
H -0.75 5.79 3.96
H 0.77 5.94 4.10
O 3.03 3.48 -4.34
H 3.85 3.00 -4.53
H 3.13 4.31 -4.84
O -5.42 3.02 2.42
H -6.30 2.78 2.75
H -5.27 2.41 1.68
O -7.28 -4.41 1.82
H -8.19 -4.72 1.73
H -6.93 -4.90 2.57
O 4.49 3.79 -1.43
H 4.39 2.94 -0.99
H 3.75 3.83 -2.05
O -3.77 1.64 4.44
H -4.36 2.27 4.00
H -3.53 2.09 5.27
O 1.96 4.96 1.73
H 1.46 4.87 2.56
H 2.01 4.05 1.39
O 1.10 7.10 -0.44
H 0.18 6.78 -0.53
H 1.45 6.60 0.31
O 1.18 0.26 -5.73
H 0.23 0.36 -5.58
H 1.32 0.66 -6.60
O 2.71 -9.16 -3.47
H 1.84 -9.32 -3.87
H 2.68 -8.23 -3.21
O 2.04 2.26 6.18
H 2.35 3.12 5.84
H 2.84 1.85 6.54
*
```

No. 2
Formula: C26H47O19PSi2
Source: the OMol25 dataset
Level of theory: ωB97M-V/def2-TZVPD

Summary:
molecular weight = 750.789 g/mol
DFT total energy = -91673.810 eV
HOMO-LUMO gap = 8.09 eV
LUMO energy = 0.017 hartree
largest force on an atom = 2.37 eV/Å

Geometry as ORCA input:
```
! RIJCOSX wB97M-V def2-TZVPD def2/J DEFGRID3
* xyz 0 1
C 3.21 3.51 3.69
P 2.64 2.42 2.29
C 0.78 2.29 2.21
Si 3.50 0.40 2.37
O 4.91 0.21 1.39
Si 5.14 1.48 0.25
H 3.92 4.26 3.33
H 2.33 4.05 4.06
H 3.68 2.98 4.52
H 0.29 2.31 3.19
H 0.46 1.36 1.73
H 0.36 3.10 1.61
H 3.86 -0.07 3.71
H 2.49 -0.49 1.76
H 5.43 2.72 0.99
H 6.26 1.07 -0.62
H 3.94 1.68 -0.58
C 3.24 -0.13 7.98
C 2.02 -0.62 7.23
C 1.89 -2.12 7.18
O 1.19 -2.31 5.94
C 1.48 -1.26 5.14
O 1.22 -1.20 3.99
O 2.11 -0.28 5.84
H 4.16 -0.40 7.45
H 3.23 0.96 8.05
H 3.27 -0.54 8.99
H 1.12 -0.15 7.64
H 1.32 -2.52 8.01
H 2.85 -2.63 7.12
C 4.60 -1.24 -1.53
C 4.35 -2.61 -2.12
C 5.25 -2.95 -3.29
O 4.43 -3.84 -4.05
C 3.14 -3.53 -3.78
O 2.20 -3.94 -4.39
O 3.05 -2.68 -2.73
H 4.34 -0.46 -2.24
H 3.98 -1.10 -0.65
H 5.65 -1.12 -1.24
H 4.41 -3.38 -1.35
H 6.17 -3.45 -2.98
H 5.50 -2.09 -3.91
C 0.00 -3.36 -6.30
C -1.06 -3.81 -7.28
C -1.57 -2.72 -8.18
O -2.91 -3.14 -8.45
C -3.31 -3.91 -7.40
O -4.43 -4.26 -7.22
O -2.27 -4.21 -6.60
H -0.41 -2.66 -5.57
H 0.38 -4.21 -5.74
H 0.83 -2.89 -6.82
H -0.71 -4.67 -7.86
H -1.00 -2.64 -9.11
H -1.61 -1.74 -7.70
C -2.87 -3.07 1.99
C -2.62 -1.68 1.46
C -2.01 -0.74 2.46
O -2.51 0.53 2.02
C -3.68 0.30 1.38
O -4.45 1.15 1.05
O -3.86 -1.02 1.15
H -3.64 -3.06 2.77
H -3.23 -3.72 1.20
H -1.95 -3.50 2.40
H -2.03 -1.73 0.54
H -0.93 -0.76 2.44
H -2.35 -0.92 3.48
C -1.14 7.74 -0.63
C -0.37 6.55 -0.09
C -0.86 6.06 1.25
O 0.33 5.50 1.82
C 1.39 6.15 1.27
O 2.51 6.07 1.65
O 0.99 6.90 0.21
H -0.97 8.62 0.00
H -0.79 7.99 -1.63
H -2.21 7.52 -0.67
H -0.36 5.74 -0.82
H -1.63 5.29 1.16
H -1.22 6.86 1.90
C -6.69 0.12 -3.35
C -6.47 -1.14 -2.55
C -6.70 -0.98 -1.07
O -5.82 -1.97 -0.51
C -4.81 -2.14 -1.40
O -3.81 -2.74 -1.18
O -5.09 -1.55 -2.58
H -5.94 0.87 -3.10
H -6.59 -0.09 -4.42
H -7.68 0.53 -3.17
H -7.07 -1.96 -2.96
H -7.73 -1.19 -0.78
H -6.41 0.00 -0.69
*
```